Entry 1:
Entry from OMol25: a structure of composition C34H37F3GeHgN4O2S (the ωB97M-V functional and the def2-TZVPD basis).

Geometry as ORCA input:
```
! RIJCOSX wB97M-V def2-TZVPD def2/J DEFGRID3
* xyz -1 2
Hg -1.28 0.29 -0.56
O -4.88 -2.88 -1.36
C -4.09 -1.92 -1.59
O -4.00 -0.80 -1.06
C -3.02 -2.24 -2.65
C -3.29 -3.19 -3.64
C -2.32 -3.48 -4.58
C -1.08 -2.86 -4.48
C -0.90 -1.95 -3.45
N -1.85 -1.62 -2.57
H -4.25 -3.67 -3.62
H -2.51 -4.20 -5.37
H -0.28 -3.06 -5.17
H 0.06 -1.47 -3.32
C -1.39 6.42 0.24
C -2.47 5.50 0.82
C -2.06 4.03 0.75
C -3.17 3.09 1.23
Ge -2.89 1.14 1.15
C -2.09 0.48 2.82
C -0.62 0.90 3.02
C -0.46 2.23 3.75
C 0.99 2.68 3.82
H -1.69 7.47 0.28
H -1.20 6.17 -0.81
H -0.45 6.31 0.77
H -3.41 5.64 0.27
H -2.67 5.78 1.86
H -1.15 3.89 1.33
H -1.79 3.79 -0.28
H -4.08 3.27 0.65
H -3.41 3.29 2.28
H -4.34 0.61 1.15
H -2.18 -0.61 2.79
H -2.72 0.82 3.65
H -0.13 1.02 2.04
H -0.06 0.13 3.56
H -0.88 2.13 4.76
H -1.05 2.99 3.24
H 1.61 1.92 4.31
H 1.11 3.61 4.39
H 1.40 2.85 2.82
F -1.37 -6.20 3.64
C -0.39 -5.91 2.76
F 0.76 -5.87 3.46
F -0.31 -6.95 1.91
C -0.66 -4.62 2.03
C 0.14 -3.51 2.23
C -0.16 -2.37 1.50
N -1.18 -2.29 0.65
C -1.97 -3.37 0.50
C -1.73 -4.56 1.16
H 0.97 -3.52 2.91
H 0.45 -1.48 1.61
H -2.82 -3.26 -0.17
H -2.38 -5.41 1.00
N 0.75 -0.01 -1.72
C 2.00 -0.07 -1.65
C 2.66 -0.63 -0.43
C 2.54 0.00 0.81
C 3.15 -0.57 1.92
C 3.87 -1.75 1.80
C 3.99 -2.37 0.56
C 3.40 -1.81 -0.56
C 2.84 0.36 -2.82
C 4.16 0.74 -2.61
C 4.95 1.13 -3.68
C 4.42 1.14 -4.96
C 3.09 0.78 -5.18
C 2.30 0.40 -4.11
H 1.97 0.91 0.88
H 3.06 -0.07 2.88
H 4.34 -2.19 2.68
H 4.55 -3.29 0.47
H 3.50 -2.28 -1.53
H 4.56 0.75 -1.60
H 5.97 1.43 -3.51
H 5.04 1.44 -5.80
H 2.67 0.81 -6.17
H 1.26 0.14 -4.26
S 2.62 4.29 0.06
C 1.40 3.17 0.03
N 0.55 2.36 0.04
*
```

Values from the calculation:
maximum force = 0.016 Eh/bohr
⟨S²⟩ = 0.76
LUMO level (alpha / beta) = 1.97 / 0.54 eV
HOMO level (alpha / beta) = -5.0 / -5.0 eV

***

Entry 2:
Entry from OMol25: a structure of composition C34H37FeGeN6O6S2 (the ωB97M-V functional and the def2-TZVPD basis).

Geometry as ORCA input:
```
! RIJCOSX wB97M-V def2-TZVPD def2/J DEFGRID3
* xyz -1 1
Fe -0.64 0.37 -0.24
C -3.08 -1.07 0.82
N -2.69 -0.29 -0.36
C -2.97 -0.93 -1.65
C -1.85 -0.66 -2.60
N -0.80 0.02 -2.27
C 0.08 -0.11 -3.35
C 1.41 0.27 -3.49
C 2.05 -0.06 -4.66
C 1.41 -0.77 -5.68
C 0.10 -1.19 -5.54
C -0.54 -0.86 -4.35
N -1.79 -1.17 -3.86
C -1.99 -1.05 1.84
N -1.07 -0.14 1.88
C -0.25 -0.48 2.95
C 0.88 0.15 3.47
C 1.52 -0.45 4.54
C 1.05 -1.65 5.09
C -0.08 -2.28 4.61
C -0.72 -1.66 3.54
N -1.85 -1.99 2.82
H -3.99 -0.66 1.27
H -3.31 -2.11 0.55
H -3.19 0.59 -0.35
H -3.05 -2.01 -1.53
H -3.91 -0.56 -2.07
H 1.92 0.76 -2.68
H 3.09 0.22 -4.79
H 1.95 -1.02 -6.58
H -0.40 -1.78 -6.30
H -2.40 -1.88 -4.21
H 1.23 1.08 3.04
H 2.40 0.01 4.95
H 1.59 -2.09 5.92
H -0.45 -3.20 5.04
H -2.41 -2.82 2.93
C 1.75 -7.09 3.05
C 1.39 -6.06 2.02
C 2.34 -5.56 1.13
C 2.01 -4.58 0.20
C 0.72 -4.09 0.15
C -0.25 -4.59 1.01
C 0.09 -5.56 1.94
S 0.28 -2.82 -1.04
O -0.73 -3.43 -1.90
O 1.50 -2.43 -1.68
O -0.33 -1.78 -0.18
H 2.74 -7.50 2.86
H 1.03 -7.91 3.06
H 1.76 -6.65 4.05
H 3.35 -5.93 1.18
H 2.75 -4.17 -0.48
H -1.26 -4.20 0.95
H -0.67 -5.95 2.61
C 1.54 3.62 -2.16
Ge 2.20 2.56 -0.62
C 4.10 2.17 -1.06
C 2.29 3.90 0.84
C 1.31 0.93 -0.04
H 1.92 4.64 -2.05
H 0.45 3.65 -2.19
H 1.90 3.22 -3.11
H 4.64 3.07 -1.34
H 4.15 1.46 -1.89
H 4.60 1.71 -0.20
H 2.98 4.70 0.56
H 2.63 3.44 1.77
H 1.32 4.35 1.03
H 1.47 1.04 1.04
H 1.97 0.10 -0.33
O -0.50 2.86 1.98
C -1.12 3.13 0.97
N -1.37 2.29 -0.08
S -2.33 2.95 -1.20
O -1.75 3.06 -2.51
O -3.65 2.32 -1.16
C -2.44 4.55 -0.44
C -3.08 5.69 -0.87
C -2.98 6.82 -0.06
C -2.26 6.77 1.13
C -1.63 5.61 1.55
C -1.73 4.49 0.74
H -3.62 5.72 -1.81
H -3.45 7.74 -0.36
H -2.19 7.66 1.74
H -1.06 5.55 2.47
*
```

Values from the calculation:
maximum force = 0.009 Eh/bohr
LUMO level (alpha / beta) = 2.29 / 2.29 eV
HOMO level (alpha / beta) = -4.6 / -4.6 eV

***

Entry 3:
Entry from OMol25: a structure of composition C34H38BN10O6SZn (the ωB97M-V functional and the def2-TZVPD basis).

Geometry as ORCA input:
```
! RIJCOSX wB97M-V def2-TZVPD def2/J DEFGRID3
* xyz 1 1
Zn -0.78 0.66 -1.11
N 0.10 2.30 0.07
C -0.81 3.42 0.12
C -0.40 4.70 0.36
C -1.35 5.74 0.45
C -2.68 5.49 0.33
C -3.13 4.17 0.06
C -4.49 3.83 -0.09
C -4.83 2.53 -0.38
C -3.81 1.59 -0.58
N -2.53 1.87 -0.44
C -2.18 3.14 -0.09
H 0.02 1.76 0.93
H 1.06 2.62 0.00
H 0.65 4.92 0.51
H -1.00 6.75 0.64
H -3.42 6.28 0.43
H -5.25 4.59 0.04
H -5.86 2.23 -0.49
H -4.06 0.57 -0.87
O -2.71 -1.29 -1.19
N -1.85 -0.88 -0.46
C 1.46 -1.69 6.33
C 0.03 -1.19 6.60
C -0.54 -1.97 7.79
C 0.07 0.30 6.96
C -0.80 -1.37 5.33
C -1.95 -2.18 5.31
C -2.68 -2.44 4.15
C -2.21 -1.85 3.00
O -2.70 -1.95 1.72
B -1.87 -1.18 0.97
O -0.88 -0.56 1.72
C -1.10 -1.01 3.00
C -0.38 -0.76 4.15
H 2.05 -1.63 7.24
H 1.96 -1.09 5.57
H 1.45 -2.73 6.00
H 0.11 -1.81 8.65
H -0.56 -3.04 7.58
H -1.54 -1.63 8.06
H 0.63 0.44 7.89
H -0.94 0.69 7.11
H 0.55 0.90 6.18
H -2.30 -2.63 6.22
H -3.55 -3.08 4.15
H 0.49 -0.11 4.13
O 3.55 -6.56 0.20
S 4.87 -6.71 -0.37
O 4.95 -7.61 -1.50
O 5.94 -6.81 0.60
C 5.22 -5.07 -1.19
N 6.38 -4.93 -1.83
C 6.59 -3.76 -2.43
C 5.65 -2.74 -2.41
C 4.48 -2.99 -1.72
N 4.27 -4.15 -1.10
C 3.35 -2.06 -1.60
C 2.12 -2.57 -1.20
C 1.04 -1.71 -1.09
N 1.12 -0.39 -1.32
C 2.31 0.10 -1.67
C 3.44 -0.68 -1.84
H 7.54 -3.65 -2.95
H 5.83 -1.81 -2.94
H 2.02 -3.62 -0.98
H 0.07 -2.10 -0.81
H 2.38 1.17 -1.82
H 4.38 -0.23 -2.12
C -2.31 1.81 -3.54
N -0.98 1.24 -3.16
C 0.06 2.26 -3.52
N 0.00 2.62 -4.92
C -1.33 3.16 -5.22
N -2.37 2.18 -4.93
C -2.13 0.98 -5.75
N -0.82 0.41 -5.46
C -0.76 0.05 -4.06
C 0.21 1.41 -5.73
H -2.49 2.71 -2.93
H -3.08 1.07 -3.32
H 1.04 1.84 -3.31
H -0.11 3.15 -2.91
H -1.37 3.44 -6.27
H -1.50 4.05 -4.61
H -2.17 1.26 -6.81
H -2.91 0.24 -5.56
H 0.21 -0.39 -3.84
H -1.54 -0.69 -3.84
H 0.17 1.69 -6.79
H 1.19 1.00 -5.51
*
```

Values from the calculation:
maximum force = 0.047 Eh/bohr
LUMO level (alpha / beta) = -6.33 / -6.33 eV
HOMO level (alpha / beta) = -8.6 / -8.6 eV

***

Entry 4:
Entry from OMol25: a cluster of 7 separate species, C34H38BrF22NO14 in total (the ωB97M-V functional and the def2-TZVPD basis).

Geometry as ORCA input:
```
! RIJCOSX wB97M-V def2-TZVPD def2/J DEFGRID3
* xyz 0 1
O -1.63 2.91 6.02
C -1.79 3.63 5.09
O -2.26 4.92 5.21
Br -1.10 6.08 6.01
N -1.68 3.28 3.75
C -0.93 4.19 2.86
C 0.58 4.22 3.02
C 1.25 3.99 4.22
C 2.65 4.05 4.29
C 3.40 4.37 3.15
C 2.73 4.63 1.94
C 1.34 4.54 1.88
C -1.59 1.87 3.49
F -2.63 1.28 4.13
F -1.77 1.63 2.16
C -0.30 1.14 3.92
F 0.60 1.22 2.90
F -0.56 -0.18 4.11
H -1.16 3.91 1.84
H -1.33 5.20 2.99
H 0.71 3.74 5.13
H 3.16 3.84 5.22
H 4.48 4.44 3.19
H 3.31 4.89 1.06
H 0.84 4.73 0.93
H 0.15 1.53 4.83
C 2.00 -2.04 3.46
C 1.13 -2.90 2.57
O 1.71 -3.08 1.25
C 2.70 -3.95 1.17
O 3.16 -4.60 2.06
C 3.20 -4.07 -0.28
F 3.40 -2.86 -0.82
F 2.29 -4.72 -1.02
F 4.34 -4.74 -0.33
H 2.21 -1.08 2.99
H 1.48 -1.86 4.40
H 2.95 -2.53 3.67
H 0.17 -2.42 2.37
H 0.94 -3.87 3.02
C -2.56 4.78 -4.56
C -3.75 5.17 -3.72
O -3.54 4.86 -2.32
C -2.79 5.69 -1.64
O -2.26 6.69 -2.02
C -2.71 5.21 -0.18
F -2.44 3.89 -0.12
F -3.88 5.41 0.44
F -1.76 5.84 0.50
H -2.32 3.72 -4.42
H -2.77 4.95 -5.61
H -1.68 5.35 -4.29
H -4.63 4.59 -4.00
H -3.99 6.23 -3.82
C 1.32 -0.11 -0.62
C 2.17 0.90 0.11
O 3.00 1.65 -0.80
C 2.39 2.61 -1.48
O 1.24 2.92 -1.43
C 3.42 3.35 -2.36
F 4.18 2.49 -3.04
F 4.21 4.11 -1.59
F 2.80 4.14 -3.23
H 1.94 -0.77 -1.23
H 0.76 -0.72 0.09
H 0.62 0.39 -1.28
H 2.88 0.41 0.78
H 1.57 1.58 0.70
C -4.93 1.33 0.13
C -4.18 0.76 -1.05
O -5.03 -0.04 -1.90
C -5.81 0.63 -2.74
O -5.87 1.82 -2.89
C -6.64 -0.36 -3.58
F -7.20 -1.30 -2.81
F -5.84 -0.98 -4.47
F -7.59 0.27 -4.25
H -5.42 0.54 0.70
H -4.25 1.86 0.79
H -5.71 2.02 -0.20
H -3.40 0.07 -0.72
H -3.71 1.54 -1.65
C -4.13 -3.31 -5.50
C -4.89 -4.12 -6.53
O -4.08 -4.44 -7.67
C -3.22 -5.43 -7.52
O -3.06 -6.11 -6.55
C -2.44 -5.66 -8.84
F -1.99 -4.50 -9.33
F -3.25 -6.21 -9.75
F -1.41 -6.47 -8.64
H -3.73 -2.41 -5.96
H -4.79 -3.03 -4.69
H -3.30 -3.88 -5.09
H -5.73 -3.55 -6.93
H -5.29 -5.04 -6.10
C 7.04 -6.01 2.00
C 5.96 -5.97 3.05
O 6.43 -6.50 4.31
C 7.17 -5.70 5.05
O 7.50 -4.58 4.79
C 7.57 -6.41 6.36
F 8.02 -7.65 6.12
F 6.50 -6.50 7.16
F 8.52 -5.73 6.99
H 7.42 -7.02 1.88
H 6.63 -5.67 1.05
H 7.88 -5.36 2.27
H 5.12 -6.60 2.77
H 5.57 -4.96 3.21
*
```

Values from the calculation:
maximum force = 0.018 Eh/bohr
LUMO level = -1.28 eV
HOMO level = -9.8 eV

***

Entry 5:
Entry from OMol25: a structure of composition C34H38FN7O4SiZr (the ωB97M-V functional and the def2-TZVPD basis).

Geometry as ORCA input:
```
! RIJCOSX wB97M-V def2-TZVPD def2/J DEFGRID3
* xyz 2 1
Zr -0.47 0.42 -0.69
C 0.74 0.14 2.52
C 2.23 0.27 2.73
C 2.81 -1.04 3.33
C 3.95 -1.11 4.12
C 4.50 -2.37 4.38
C 3.88 -3.55 3.99
C 2.72 -3.37 3.22
N 2.23 -2.14 2.90
N 0.00 1.13 1.59
C 0.70 2.48 1.60
C 0.29 3.41 0.43
C 0.48 4.79 0.55
C 0.06 5.59 -0.55
C -0.37 4.99 -1.70
C -0.49 3.60 -1.68
N -0.30 2.81 -0.59
C -1.31 1.30 2.26
C -2.16 0.12 2.00
C -3.01 -0.37 2.95
C -3.79 -1.42 2.73
C -3.75 -2.06 1.48
C -2.92 -1.51 0.56
N -2.10 -0.47 0.76
H 0.30 0.21 3.52
H 0.48 -0.90 2.10
H 2.42 1.07 3.43
H 2.74 0.48 1.78
H 4.40 -0.18 4.56
H 5.44 -2.27 4.89
H 4.22 -4.54 4.22
H 2.10 -4.15 2.82
H 1.79 2.37 1.50
H 0.53 3.03 2.53
H 0.91 5.13 1.45
H 0.22 6.69 -0.42
H -0.53 5.50 -2.65
H -0.84 3.15 -2.59
H -1.86 2.21 1.93
H -1.16 1.56 3.30
H -3.07 0.05 3.91
H -4.45 -1.79 3.57
H -4.47 -2.82 1.26
H -2.94 -1.90 -0.44
C -4.62 1.33 -0.56
C -3.80 0.99 -1.76
N -2.50 0.78 -1.89
C -2.24 0.89 -3.24
C -3.42 1.04 -3.98
N -4.36 1.10 -3.01
C -3.84 1.27 -5.38
O -2.90 1.23 -6.25
O -5.02 1.50 -5.51
C -0.87 0.74 -3.65
O -0.56 0.70 -4.82
O -0.01 0.65 -2.70
H -4.72 2.35 -0.41
H -4.23 0.95 0.37
H -5.58 0.91 -0.74
H -5.26 1.45 -3.21
H -2.04 0.92 -5.88
C 1.66 -2.97 -2.78
Si 0.51 -2.64 -1.44
C -1.20 -2.22 -2.10
C 0.34 -3.95 -0.16
N 0.90 -1.12 -0.58
C 2.23 -0.77 -0.43
C 3.34 -1.60 -0.15
C 4.62 -1.11 -0.12
C 4.98 0.26 -0.25
C 3.87 1.10 -0.51
C 2.66 0.54 -0.66
F 1.57 1.33 -0.95
H 2.63 -2.53 -2.53
H 1.28 -2.46 -3.72
H 1.87 -3.99 -3.05
H -1.81 -3.12 -1.78
H -1.23 -2.21 -3.17
H -1.82 -1.42 -1.72
H -0.10 -4.84 -0.65
H -0.34 -3.65 0.57
H 1.34 -4.25 0.20
H 3.22 -2.66 0.03
H 5.41 -1.92 -0.02
H 5.91 0.72 -0.08
H 3.98 2.15 -0.84
*
```

Values from the calculation:
maximum force = 0.071 Eh/bohr
LUMO level = -6.04 eV
HOMO level = -13.3 eV